{"formula": "C22H25N2O4", "method": "ωB97M-V with the def2-TZVPD basis set", "species": ["C", "C", "C", "C", "C", "C", "C", "N", "O", "O", "C", "C", "H", "H", "H", "H", "H", "H", "H", "H", "H", "C", "C", "N", "C", "C", "C", "C", "C", "C", "C", "C", "C", "C", "C", "O", "O", "H", "H", "H", "H", "H", "H", "H", "H", "H", "H", "H", "H", "H", "H", "H", "H"], "coordinates": [[-0.6666, 0.0113, -6.0484], [-0.8564, 0.3624, -4.6015], [-1.7393, -0.3955, -3.8105], [-1.8734, -0.1335, -2.4601], [-1.1387, 0.9082, -1.8339], [-1.2516, 1.1771, -0.4104], [-0.8301, 2.3567, 0.1680], [-0.9323, 2.5159, 1.5507], [-0.4050, 3.4908, 2.1444], [-1.6427, 1.6540, 2.1583], [-0.2965, 1.6956, -2.6564], [-0.1600, 1.4261, -4.0139], [0.0570, 0.6848, -6.5137], [-0.2869, -1.0138, -6.1505], [-1.6129, 0.0734, -6.5985], [-2.3148, -1.2037, -4.2691], [-2.5982, -0.6794, -1.8538], [-1.9145, 0.5305, 0.1681], [-0.4449, 3.1914, -0.4260], [0.2153, 2.5541, -2.2227], [0.4989, 2.0427, -4.6305], [-1.7066, -1.3825, 3.4847], [-0.7695, -2.2704, 2.6722], [-0.9728, -2.2225, 1.2022], [-1.5774, -3.4578, 0.6566], [-0.6196, -4.5851, 0.3321], [-0.2411, -1.4278, 0.3143], [0.2156, -0.1463, 0.8520], [1.4226, 0.4394, 0.3080], [2.2106, 1.3570, 1.2403], [2.2930, 1.1956, 2.6283], [3.0833, 2.0637, 3.3981], [3.8395, 3.0654, 2.7813], [3.7905, 3.2133, 1.3846], [3.0001, 2.3573, 0.6252], [1.8293, 0.2821, -0.8639], [-0.0976, -1.8036, -0.8592], [-1.3652, -1.3849, 4.5246], [-1.7409, -0.3450, 3.1257], [-2.7216, -1.7937, 3.4742], [0.2873, -2.0608, 2.9116], [-0.9749, -3.3172, 2.9252], [-2.2812, -3.7735, 1.4384], [-2.1335, -3.1639, -0.2435], [-1.1884, -5.3720, -0.1686], [0.1655, -4.2355, -0.3421], [-0.1676, -5.0120, 1.2342], [-0.0474, 0.0364, 1.8884], [1.7392, 0.3753, 3.0986], [3.1091, 1.9527, 4.4821], [4.4663, 3.7317, 3.3787], [4.3701, 3.9928, 0.8884], [2.9770, 2.4427, -0.4624]], "forces_ev_per_angstrom": [[0.1, 0.0, -0.1], [-0.1, 0.0, 0.5], [0.3, 0.3, -0.1], [0.1, 0.7, 0.7], [0.4, 0.0, -1.3], [-0.3, 0.0, 1.0], [-0.4, 0.9, -0.4], [-1.4, 0.2, 0.4], [-0.4, -1.1, -0.8], [1.2, 1.2, -0.2], [-0.5, -0.3, 0.3], [-0.2, -0.3, 0.0], [-0.1, -0.1, 0.0], [-0.1, 0.2, 0.0], [0.1, 0.0, 0.0], [0.2, 0.2, 0.1], [0.4, -0.1, -0.2], [0.1, 0.4, -0.3], [0.2, -0.4, 0.8], [0.1, -0.4, -0.1], [-0.2, -0.2, 0.2], [0.0, 0.1, 0.0], [0.2, 0.1, -0.9], [-0.2, -0.9, 0.4], [-0.1, 1.1, 0.2], [0.2, -0.1, -0.1], [0.3, 0.4, -0.3], [1.2, -1.6, -0.5], [-0.2, -0.5, -0.6], [0.8, 0.3, -0.5], [-0.1, 0.2, -0.2], [0.1, -0.1, -0.4], [-0.3, -0.1, -0.2], [-0.1, -0.3, 0.3], [-0.3, -0.1, 0.4], [-0.2, 0.5, 1.4], [-0.3, -0.1, 0.7], [-0.1, 0.1, 0.0], [0.1, -0.4, 0.1], [0.0, 0.1, -0.1], [-0.3, 0.0, -0.1], [0.3, 0.2, 0.3], [-0.1, -0.1, -0.4], [0.1, -0.2, 0.2], [0.1, -0.1, 0.0], [-0.1, 0.0, 0.1], [0.0, 0.1, -0.1], [0.2, 0.2, -0.3], [0.2, 0.4, -0.1], [0.0, 0.0, -0.2], [-0.2, -0.2, -0.1], [-0.1, -0.2, 0.2], [-0.1, -0.1, 0.3]], "lowdin_charge": [-0.070, -0.279, -0.046, -0.022, -0.188, -0.026, -0.084, -0.388, -0.023, -0.058, -0.012, -0.040, 0.068, 0.081, 0.076, 0.111, 0.116, 0.124, 0.120, 0.104, 0.106, -0.080, -0.226, -0.070, -0.236, -0.093, -0.457, -0.047, -0.377, -0.134, -0.032, -0.092, -0.107, -0.095, -0.029, 0.018, 0.016, 0.069, 0.046, 0.068, 0.115, 0.098, 0.106, 0.110, 0.065, 0.069, 0.065, 0.068, 0.107, 0.093, 0.090, 0.092, 0.110], "gap_ev": 6.26, "e_tot_ev": -34387.62999, "charge": -1, "e_above_lowest_kj_mol": 366.6, "multiplicity": 1, "lumo_ev": 2.600}